Entry 1:
A molecular structure, C3H4I2O in a non-equilibrium geometry, computed with ωB97M-V/def2-TZVPD.

## Properties
* strongest force on any atom: 4.9 eV/A
* HOMO (alpha / beta): -9.4533 / -9.4370 eV
* ΔE to the lowest compared entry with this formula, charge and spin: 356.7 kJ/mol

Element x y z (Å)
C1 0.018 -0.701 0.849
C2 0.471 0.476 0.385
C3 1.470 0.815 -0.611
O1 -0.040 1.557 -1.938
I1 2.362 -0.778 -1.766
I2 2.528 2.594 -0.645
H1 -0.901 -0.896 1.421
H2 0.625 -1.533 0.611
H3 -0.068 1.454 0.667
H4 -0.713 0.950 -1.833

***

Entry 2:
2 unconnected molecules or ions with the total composition C3H4I2O in a non-equilibrium geometry, computed with ωB97M-V/def2-TZVPD.

## Properties
* strongest force on any atom: 4.6 eV/A
* HOMO: -8.9402 eV
* ΔE to the lowest compared entry with this formula, charge and spin: 293.2 kJ/mol

Element x y z (Å)
C1 -1.083 -0.765 -0.407
C2 -0.401 0.236 -1.082
C3 0.820 0.782 0.874
O1 -2.092 -0.849 0.234
I1 0.017 -2.766 -0.499
I2 2.131 -0.513 1.702
H1 0.460 0.323 -1.689
H2 -1.126 1.098 -1.016
H3 1.317 1.482 0.254
H4 -0.041 0.971 1.630